The following is a quantum chemistry calculation of 2 unconnected molecules or ions with the total composition C2H8NO2 at a distorted geometry, from the Open Molecules 2025 dataset.

The geometry in XYZ format:
```
13
Properties=species:S:1:pos:R:3:forces:R:3:nbo_charge:R:1
O 1.146 -1.135 0.914 -0.3 1.0 0.0 -0.82
C 1.034 0.180 0.961 0.8 -1.0 0.4 -0.01
C -0.279 0.811 0.764 0.2 1.1 0.4 -0.29
N -1.218 -0.201 0.211 0.9 -0.4 0.6 -0.68
H 1.888 0.870 0.957 0.0 -0.3 0.0 0.12
H -0.742 1.376 1.600 -0.3 -0.9 0.4 0.17
H -0.213 1.626 0.054 0.0 0.1 -0.8 0.19
H -2.109 0.185 0.116 -1.9 0.7 -0.4 0.40
H -0.810 -0.475 -0.690 0.3 -0.3 -0.2 0.47
H -1.281 -1.024 0.809 0.6 0.0 0.1 0.44
H 0.599 -0.774 -2.625 -0.2 0.2 -0.3 0.47
H 1.338 -1.001 -1.344 -0.2 0.2 0.9 0.52
O 0.647 -0.437 -1.726 0.1 -0.4 -0.9 -0.96
```
Positions in Å, forces in eV/Å.

Calculated values
- Spin multiplicity: 2
- Total charge: 0
- HOMO (alpha / beta): -4.32 / -7.72 eV
- E_LUMO (alpha / beta): 0.3 / 0.3 eV
- Kohn-Sham gap (alpha / beta): 4.65 / 7.99 eV

---

The following is a quantum chemistry calculation of a single C6H5FOS molecule at a distorted geometry, from the Open Molecules 2025 dataset.

The geometry in XYZ format:
```
14
Properties=species:S:1:pos:R:3:forces:R:3:nbo_charge:R:1
C 1.600 0.771 0.130 -0.8 0.0 1.0 -0.20
C 0.396 1.070 0.752 0.5 -0.5 -1.8 -0.25
C 1.702 -0.372 -0.680 1.7 1.8 -0.8 -0.24
C -0.799 0.404 0.436 1.4 1.0 1.8 0.29
C 0.552 -1.039 -0.942 0.1 -1.8 0.2 -0.22
C -0.663 -0.761 -0.325 -1.8 -1.2 -0.9 -0.22
O -1.882 0.997 1.000 -2.1 0.5 1.3 -0.69
F -3.227 -1.559 -0.220 -0.1 -0.2 -0.1 -0.48
S -1.846 -2.166 -0.812 0.8 2.3 1.0 0.62
H 2.315 1.531 0.393 1.0 -0.5 -0.4 0.22
H 0.337 1.978 1.320 -0.1 0.3 0.4 0.20
H 2.621 -0.598 -1.278 -0.8 0.1 0.9 0.22
H -1.786 1.706 1.761 0.7 -2.5 -2.6 0.51
H 0.680 -1.964 -1.536 -0.5 0.6 0.2 0.22
```
Positions in Å, forces in eV/Å.

Calculated values
- Spin multiplicity: 1
- Total charge: 0
- HOMO: -8.41 eV
- SMILES string: Oc1ccccc1SF
- E_LUMO: 0.5 eV
- Kohn-Sham gap: 8.91 eV

---

The following is a quantum chemistry calculation of a single C5H14N2O molecule at a distorted geometry, from the Open Molecules 2025 dataset.

The geometry in XYZ format:
```
22
Properties=species:S:1:pos:R:3:forces:R:3:nbo_charge:R:1
C -0.581 -0.802 -0.450 0.4 1.3 0.0 -0.21
N -1.292 0.262 -1.185 -0.1 -1.0 0.1 -0.63
C -0.501 0.725 -2.295 0.2 1.0 -2.3 -0.05
N -1.271 0.959 -3.522 -1.1 -0.1 0.8 -0.87
C 0.595 -0.178 0.319 -0.4 -0.6 0.3 -0.42
C 0.236 0.371 1.710 0.6 0.4 -0.4 -0.42
C 0.697 -0.485 2.887 -1.0 0.3 -0.9 -0.06
O 2.057 -0.819 2.670 0.0 -0.1 0.6 -0.72
H -0.173 -1.566 -1.121 -0.2 -0.1 -0.1 0.16
H -1.256 -1.268 0.266 -0.1 -0.1 -0.1 0.19
H -2.165 -0.113 -1.541 0.0 0.2 -0.1 0.36
H -0.090 1.727 -2.155 0.3 -0.1 0.7 0.17
H 0.341 0.083 -2.593 0.1 -0.4 0.8 0.14
H -0.923 1.690 -4.106 0.1 0.1 -0.2 0.37
H -1.628 0.171 -4.035 0.3 -0.2 0.0 0.36
H 1.318 -0.970 0.362 0.6 -0.3 0.6 0.22
H 1.116 0.614 -0.209 -0.3 0.0 -0.5 0.21
H -0.829 0.606 1.737 -0.1 -0.2 0.2 0.21
H 0.748 1.333 1.791 0.0 0.0 0.2 0.20
H 0.522 0.102 3.787 0.3 0.0 0.3 0.16
H 0.050 -1.369 2.947 0.2 -0.2 0.1 0.15
H 2.372 -1.224 3.487 0.1 0.0 -0.2 0.47
```
Positions in Å, forces in eV/Å.

Calculated values
- Spin multiplicity: 1
- Total charge: 0
- HOMO: -8.59 eV
- SMILES string: NCNCCCCO
- E_LUMO: 1.0 eV
- Kohn-Sham gap: 9.55 eV

---

The following is a quantum chemistry calculation of a single C4H9NO3 molecule at a distorted geometry, from the Open Molecules 2025 dataset.

The geometry in XYZ format:
```
17
Properties=species:S:1:pos:R:3:forces:R:3:nbo_charge:R:1
C 0.461 0.712 -0.350 -0.2 0.8 -1.4 -0.23
C 0.658 1.736 0.749 -0.7 -0.6 0.4 -0.43
C -0.451 1.652 1.805 -0.9 -0.7 -1.4 -0.07
O -1.717 2.003 1.208 0.1 0.2 0.1 -0.74
N 0.723 -0.676 -0.063 -0.2 -0.5 0.8 -0.64
C 0.316 -1.705 -0.855 -0.4 0.1 -0.2 0.88
O -0.251 -1.258 -2.002 -0.2 0.1 -0.3 -0.71
O 0.419 -2.874 -0.573 0.0 -0.1 0.0 -0.64
H 1.082 0.969 -1.204 0.5 0.2 0.0 0.20
H -0.521 0.884 -0.778 -0.6 -0.4 0.3 0.21
H 1.635 1.575 1.203 0.2 0.6 0.0 0.21
H 0.480 2.704 0.276 0.8 0.1 0.0 0.22
H -0.637 0.595 1.989 0.4 0.0 0.9 0.17
H -0.270 2.254 2.684 0.2 -0.1 0.3 0.18
H -1.914 2.935 1.335 0.2 0.0 0.0 0.47
H 0.795 -0.999 0.891 0.3 0.3 0.0 0.40
H -0.673 -2.000 -2.467 0.4 0.1 0.3 0.51
```
Positions in Å, forces in eV/Å.

Calculated values
- Spin multiplicity: 1
- Total charge: 0
- HOMO: -9.69 eV
- SMILES string: O=C(O)NCCCO
- E_LUMO: 0.7 eV
- Kohn-Sham gap: 10.39 eV

---

The following is a quantum chemistry calculation of 2 unconnected molecules or ions with the total composition C5H14NO at a distorted geometry, from the Open Molecules 2025 dataset.

The geometry in XYZ format:
```
21
Properties=species:S:1:pos:R:3:forces:R:3:nbo_charge:R:1
C 0.279 0.615 1.914 0.2 -0.4 0.8 -0.64
C 0.373 0.570 0.407 -0.3 0.6 0.8 -0.05
N 0.207 -0.861 -0.050 -0.5 0.5 -0.3 -0.50
C -1.252 -1.064 -0.261 -1.0 -1.7 0.2 -0.25
C -1.781 0.265 -0.764 0.3 -0.2 0.4 -0.42
C -0.765 1.354 -0.247 -1.4 -2.0 -0.2 -0.42
H 1.030 0.021 2.444 0.2 -0.1 -0.3 0.22
H -0.682 0.248 2.283 -0.1 0.2 -0.2 0.22
H 0.419 1.622 2.298 -0.1 0.2 -0.2 0.26
H 1.329 0.908 0.048 0.4 0.0 0.0 0.25
H 0.696 -1.470 0.602 -0.2 -0.3 -0.1 0.45
H 0.609 -0.965 -0.982 0.7 -0.1 0.3 0.45
H -1.419 -1.953 -0.871 0.4 0.4 -0.9 0.24
H -1.817 -1.465 0.584 0.7 0.8 0.9 0.24
H -1.874 0.282 -1.840 -0.1 0.0 -0.2 0.23
H -2.762 0.349 -0.304 -0.1 0.5 -0.3 0.24
H -1.378 1.941 0.419 0.7 0.6 0.4 0.25
H -0.395 1.889 -1.076 0.2 1.0 -0.8 0.23
H 2.892 -0.559 -2.251 -0.3 0.3 0.1 0.49
H 3.541 -1.120 -1.060 -0.2 0.1 0.4 0.49
O 2.752 -0.606 -1.292 0.5 -0.5 -0.6 -0.97
```
Positions in Å, forces in eV/Å.

Calculated values
- Spin multiplicity: 1
- Total charge: +1
- HOMO: -15.70 eV
- E_LUMO: -3.1 eV
- Kohn-Sham gap: 12.65 eV

---

The following is a quantum chemistry calculation of a molecular structure, C5H7NO, from the Open Molecules 2025 dataset.

The geometry in XYZ format:
```
14
Properties=species:S:1:pos:R:3:forces:R:3:nbo_charge:R:1
O -1.563 1.788 0.313 0.1 0.2 -0.1 -0.70
C -1.313 0.430 0.171 0.0 -0.2 0.0 0.09
C -0.327 -0.039 -0.886 -0.2 0.2 -0.4 -0.20
C 1.048 0.575 -0.448 0.2 0.0 -0.6 -0.09
C 1.468 -0.913 -0.347 0.3 0.0 0.0 -0.33
N 0.053 -1.251 -0.054 0.1 0.0 0.1 -0.39
C -0.210 -0.226 1.011 -0.2 0.0 0.6 -0.15
H -0.792 2.262 -0.031 0.0 0.0 0.1 0.48
H -2.267 -0.106 0.189 0.2 0.0 0.0 0.20
H -0.510 -0.137 -1.958 0.0 0.0 0.1 0.22
H 0.646 0.649 0.907 -0.3 -0.4 0.3 0.23
H 1.778 -1.276 -1.334 0.0 0.0 0.1 0.21
H 2.199 -1.244 0.400 -0.1 0.2 -0.1 0.20
H -0.209 -0.513 2.065 -0.1 0.0 0.0 0.23
```
Positions in Å, forces in eV/Å.

Calculated values
- Spin multiplicity: 1
- Total charge: 0
- HOMO: -8.06 eV
- E_LUMO: 0.3 eV
- Kohn-Sham gap: 8.36 eV

---

One value per record, in order, for ΔE to the lowest compared entry with this formula, charge and spin: 18.49 9.91 52.44 17.58 12.48 163.82 kcal/mol.